Formula: C13H22N4O5Pt
Source: OMol25
Level of theory: the ωB97M-V functional and the def2-TZVPD basis

The geometry in XYZ format:
```
45
Properties=species:S:1:pos:R:3:forces:R:3
Pt -1.124 -0.021 0.035 0.397 1.452 -0.222
O -3.419 -1.086 0.292 -0.453 -0.099 0.063
C -4.350 -0.014 0.460 0.117 -0.288 0.083
C -3.926 1.107 -0.447 -0.070 0.449 -0.012
N -2.602 1.636 -0.094 -0.514 -0.631 -0.096
C -2.520 2.222 1.250 0.183 -0.092 -0.084
C -2.095 1.225 2.356 0.246 -0.600 0.077
O -2.330 1.516 3.508 -0.066 0.074 -0.059
O -1.474 0.115 1.997 -0.072 0.473 0.735
C -2.011 2.378 -1.216 0.127 -0.057 0.153
C -1.404 1.452 -2.289 0.174 -0.653 -0.154
O -1.200 1.893 -3.397 -0.106 0.072 0.050
O -1.112 0.214 -1.928 0.109 0.483 -0.799
H -3.227 -1.460 1.159 0.111 0.012 -0.025
H -5.352 -0.342 0.179 -0.034 -0.034 -0.012
H -4.379 0.305 1.504 -0.018 0.032 0.019
H -3.860 0.727 -1.467 -0.028 -0.002 -0.031
H -4.688 1.900 -0.420 0.049 0.029 -0.018
H -1.749 2.993 1.246 -0.014 0.035 -0.039
H -3.456 2.697 1.553 -0.019 -0.036 0.019
H -2.725 3.056 -1.689 -0.016 -0.040 -0.049
H -1.180 2.977 -0.841 -0.025 0.036 0.055
C 3.197 -3.445 -0.442 -0.010 -0.024 0.048
C 1.871 -3.334 -1.160 -0.085 0.087 0.057
N 1.126 -2.213 -0.605 -0.066 0.021 -0.047
C 1.693 -1.054 -0.183 0.259 0.211 -0.084
N 0.930 -0.011 0.045 0.080 -1.025 0.310
C 1.525 1.245 0.489 -0.086 0.041 0.055
C 2.807 1.016 1.262 -0.016 0.005 0.003
C 3.726 0.178 0.405 -0.022 -0.071 -0.058
N 3.047 -1.047 0.005 -0.012 0.032 0.034
C 3.899 -2.107 -0.523 -0.069 0.087 -0.030
H 3.814 -4.221 -0.894 -0.004 0.004 -0.013
H 3.027 -3.705 0.604 0.014 -0.012 -0.006
H 1.276 -4.234 -1.016 -0.020 -0.016 -0.019
H 2.031 -3.206 -2.236 0.012 0.008 -0.017
H 0.175 -2.084 -0.919 -0.119 0.027 0.087
H 0.791 1.755 1.113 0.030 -0.005 0.026
H 1.718 1.886 -0.379 -0.033 0.002 -0.021
H 2.585 0.491 2.194 0.008 0.016 0.000
H 3.285 1.965 1.504 -0.017 0.008 0.014
H 4.627 -0.107 0.951 0.010 -0.014 0.014
H 4.039 0.746 -0.479 0.031 -0.004 -0.010
H 4.812 -2.114 0.072 0.016 0.004 0.012
H 4.183 -1.890 -1.560 0.020 0.006 -0.008
```
Positions in Å, forces in eV/Å.

Summary:
- HOMO level: -7.9 eV
- Relative energy (zero: lowest compared OMol25 entry of this formula, charge and spin): 0.0 kcal/mol
- Total charge: 0
- LUMO energy: 0.4 eV
- E: -33283.10889 eV
- Gap between HOMO and LUMO: 8.32 eV